one | Computed, not measured: 11 unconnected molecules or ions with the total composition C4H28NO12, with ωB97M-V/def2-TZVPD.

Properties
HOMO energy = -7.38 eV
Charge = -1
LUMO = 0.099 Eh
Frontier orbital gap = 10.1 eV

Cartesian coordinates (Å):
O -1.87 0.12 -2.13
C -1.03 -0.70 -1.77
N 0.00 -0.39 -0.96
C 0.87 -1.46 -0.45
C 2.03 -0.91 0.38
C 1.66 -0.55 1.83
O 1.73 0.83 2.11
H -1.05 -1.74 -2.10
H 0.07 0.50 -0.49
H 1.27 -2.07 -1.27
H 0.27 -2.16 0.15
H 2.86 -1.62 0.33
H 2.43 -0.03 -0.14
H 0.66 -0.95 2.04
H 2.39 -0.99 2.52
H -0.70 1.65 1.42
H -0.62 0.95 2.84
O -1.28 1.11 2.17
H -1.72 1.94 -1.91
H -0.99 2.66 -0.76
O -1.45 2.84 -1.61
H -2.36 -2.54 0.82
H -2.97 -3.38 -0.36
O -2.31 -3.41 0.35
H 1.23 2.83 -0.88
H 0.58 3.28 -2.19
O 1.47 3.16 -1.78
H -4.21 0.69 2.09
H -3.04 1.50 2.56
O -4.01 1.40 2.68
H 1.74 0.25 -2.49
H 2.13 1.71 -2.53
O 2.46 0.81 -2.82
H 0.47 -4.60 1.12
H -0.92 -4.52 0.36
O -0.06 -5.00 0.42
H 0.23 3.16 1.00
H 1.19 1.37 1.47
O 0.20 2.30 0.56
H 4.75 1.01 -0.86
H 3.94 0.43 -2.01
O 4.77 0.30 -1.50
H -2.73 -1.26 2.68
H -2.04 -0.29 1.74
O -2.62 -1.12 1.73

two | Computed, not measured: 11 unconnected molecules or ions with the total composition C4H28NO12, with ωB97M-V/def2-TZVPD.

Properties
HOMO energy = -5.06 eV
Charge = -1
LUMO = 0.100 Eh
Frontier orbital gap = 7.8 eV

Cartesian coordinates (Å):
C -0.36 0.66 -0.38
C 0.17 1.94 -0.98
C 0.26 1.77 -2.52
O -0.36 2.48 -3.26
N -0.57 0.93 1.04
C -1.65 0.48 1.65
O -1.55 -1.15 2.02
H 0.34 -0.15 -0.59
H -1.34 0.35 -0.82
H 1.21 2.05 -0.64
H -0.36 2.83 -0.67
H 0.91 0.97 -2.90
H 1.97 -0.43 3.42
H -1.67 0.86 2.69
H -2.68 0.40 1.20
H 4.18 0.49 1.48
H 3.80 -0.81 2.02
O 4.47 -0.47 1.36
H 0.57 -1.40 -1.64
H 0.62 -2.71 -2.44
O 0.10 -2.22 -1.80
H -2.41 2.27 0.12
H -1.37 -1.03 -2.98
O -1.96 -0.54 -3.57
H 1.19 -1.73 0.86
H -0.18 -1.72 1.76
O 0.74 -2.19 1.60
H 3.16 2.44 0.84
H 2.18 1.53 1.61
O 3.13 1.81 1.57
H -1.71 -1.32 2.95
H 2.00 -1.73 2.67
O 2.57 -1.18 3.29
H 3.38 -2.18 -0.50
H 3.79 -0.73 -0.08
O 3.32 -1.27 -0.81
H -1.78 -2.75 -0.54
H -2.12 -1.91 0.82
O -2.45 -2.55 0.12
H -3.90 1.37 -0.98
H -2.33 3.47 -0.85
O -2.95 2.91 -0.37
H -3.83 -0.21 -1.13
H -2.73 -0.27 -3.04
O -3.79 0.64 -1.60

Sorted by energy, starting with the most stable: one, two.